A 3-piece molecular cluster, C4H5Cl2FN2O3S overall at a distorted geometry, computed with ωB97M-V/def2-TZVPD.

XYZ file:
```
18
Properties=species:S:1:pos:R:3:forces:R:3:nbo_charge:R:1
C 2.026381 1.206121 0.911877 0.360 -0.025 -0.066 0.8966
C -2.067227 4.022707 -0.105267 -0.020 0.006 0.049 1.0443
C -0.021837 -1.547398 0.278071 -0.133 -0.376 -0.117 -0.4300
C -1.478396 1.028006 -2.211259 0.645 -0.408 0.293 0.0691
N 1.700920 2.181847 0.299007 0.057 1.153 -0.653 -0.8210
N 0.312220 -0.248214 -0.234341 -0.015 0.367 0.120 -0.8556
O -1.050348 3.587890 0.194202 1.557 -0.504 0.473 -0.5488
O 2.575712 0.326646 1.419550 0.231 -0.800 0.704 -0.5152
O -3.082235 4.461921 -0.387229 -1.479 0.630 -0.460 -0.4926
F -1.209451 2.331858 -2.455826 -0.022 -0.007 -0.100 -0.3479
S 0.309495 0.067674 -1.741936 -0.932 0.679 0.169 0.8473
Cl -2.531624 0.911975 -0.796456 0.210 -0.113 -0.295 -0.0034
Cl -2.214158 0.309155 -3.634389 0.074 0.048 0.060 0.0073
H -1.104941 -1.652054 0.385256 0.019 -0.112 0.065 0.1921
H 0.348582 -2.366441 -0.345565 0.000 -0.140 0.045 0.1769
H 0.428292 -1.612670 1.270056 -0.022 -0.148 -0.090 0.2157
H 0.894217 1.301375 -1.604262 -0.180 -0.253 -0.417 0.1303
H 0.845451 2.695835 0.288032 -0.351 0.005 0.220 0.4349
```
Positions in Å, forces in eV/Å.

* highest occupied orbital energy: -8.937 eV
* maximum force: 1.7 eV/Å
* 2S+1: 1
* charge: 0
* LUMO level: 0.2 eV
* energy relative to the best compared isomer or geometry (same formula, charge and spin): 2.006 eV